(1)
# C44H48Br2F3N2O27P2S

A molecular structure, C44H48Br2F3N2O27P2S at a distorted geometry (ωB97M-V/def2-TZVPD, OMol25).

The value obtained for the LUMO energy is -0.02045 Ha. The charge is -1. The orbital gap is 0.1410 Eh. For the electronic energy, the calculation gives -282321.8080 eV. The max |F| is 0.0566 Eh/bohr.

Each line ends with the Mulliken charge.
Geometry (Å):
C -5.614 3.325 1.878  -1.060
C -6.016 1.907 2.274  -0.219
O -5.331 1.519 3.483  -0.094
P -5.438 -0.072 3.783  0.577
O -6.158 -0.794 2.733  -0.749
C -3.803 -0.765 4.160  -0.772
C -3.251 -1.637 2.993  -1.307
C -1.855 -1.201 2.461  -0.723
C -1.864 -0.342 1.193  1.105
C -2.476 1.026 1.510  -0.529
C -1.770 1.839 2.638  0.243
C -1.477 3.295 2.297  -0.454
N -2.390 4.226 2.835  -0.363
O -0.538 3.711 1.651  -0.625
O -2.839 -0.901 0.252  -0.506
C -2.296 -2.098 -0.059  -0.268
O -2.833 -3.173 -0.062  -0.657
C -0.817 -1.747 -0.462  1.991
C -0.972 -1.631 -2.005  -3.591
C 0.362 -1.538 -2.775  -1.274
C 0.235 -0.789 -4.094  0.274
F -0.369 0.387 -3.953  -0.287
Br 2.075 -0.411 -4.708  -0.079
C -0.523 -1.617 -5.207  0.618
F -1.399 -2.479 -4.684  -0.207
F -1.217 -0.761 -5.960  -0.248
Br 0.562 -2.658 -6.468  -0.094
S 0.258 -3.174 -0.112  1.581
C -0.183 -4.551 -1.188  -1.233
O 1.644 -2.895 -0.384  -0.635
O 0.120 -3.664 1.238  -0.773
C -0.585 -0.404 0.319  1.470
C -0.431 0.732 -0.763  -0.476
O -1.445 1.243 -1.285  -0.806
O 0.734 1.007 -1.064  -0.769
P 1.096 -0.218 1.214  -0.617
N 1.079 -1.226 2.651  -0.537
O 1.094 1.335 1.770  -0.194
O -6.290 -0.181 5.165  -0.544
C -7.597 0.386 5.068  -0.396
C -7.673 1.877 5.485  -0.890
H -4.599 3.272 1.490  0.083
H -5.691 3.991 2.736  0.271
H -6.227 3.663 1.041  0.414
H -5.795 1.265 1.423  0.300
H -7.099 1.872 2.425  0.545
H -3.985 -1.409 5.026  0.498
H -3.081 -0.022 4.498  0.492
H -4.006 -1.778 2.222  0.681
H -3.090 -2.621 3.437  0.340
H -1.288 -2.125 2.332  0.732
H -1.353 -0.697 3.286  0.615
H -2.591 1.675 0.642  1.394
H -3.488 0.816 1.860  -1.600
H -0.863 1.352 2.994  0.431
H -2.437 1.861 3.507  0.288
H -1.899 5.085 3.056  0.320
H -2.761 3.902 3.723  0.260
H -1.455 -2.565 -2.313  0.968
H -1.687 -0.858 -2.283  1.179
H 1.119 -1.029 -2.177  0.792
H 0.784 -2.520 -3.004  0.796
H 0.594 -5.307 -1.095  0.491
H -1.121 -4.985 -0.845  0.305
H -0.272 -4.247 -2.229  0.289
H 1.336 -0.661 3.459  0.217
H 1.852 -1.866 2.515  0.311
H 2.002 1.565 1.991  0.294
H -8.053 0.270 4.083  0.296
H -8.221 -0.186 5.757  0.499
H -6.672 2.304 5.479  0.202
H -8.219 2.418 4.710  0.286
H -8.143 1.977 6.460  0.318
C 3.028 4.565 6.309  -1.076
C 3.396 3.465 5.639  0.309
C 2.696 3.030 4.383  1.215
O 3.102 2.032 3.818  -0.715
C 1.568 3.824 3.909  -0.680
C 1.202 4.921 4.583  -0.115
C 1.921 5.364 5.821  1.015
O 1.540 6.383 6.382  -0.800
O 0.177 5.693 4.208  -0.487
O 4.402 2.692 6.038  -0.611
H 3.532 4.892 7.219  0.815
H 1.057 3.491 3.009  0.567
H 0.135 6.412 4.865  0.337
H 4.460 1.973 5.380  0.347
C 5.385 -5.005 -6.663  -1.093
C 5.691 -6.116 -7.341  0.380
C 4.964 -6.502 -8.594  1.113
O 5.307 -7.517 -9.175  -0.654
C 3.883 -5.646 -9.052  -0.812
C 3.570 -4.535 -8.375  0.352
C 4.315 -4.132 -7.135  0.930
O 4.000 -3.103 -6.575  -0.491
O 2.585 -3.725 -8.759  -0.716
O 6.659 -6.949 -6.952  -0.577
H 5.904 -4.716 -5.760  0.442
H 3.357 -5.942 -9.944  0.386
H 2.563 -2.997 -8.104  0.224
H 6.673 -7.664 -7.615  0.350
C 4.404 6.624 10.917  -1.075
C 3.996 6.938 12.152  0.288
C 2.540 7.036 12.501  1.040
O 2.239 7.308 13.650  -0.629
C 1.566 6.808 11.450  -0.914
C 1.968 6.498 10.207  0.473
C 3.429 6.369 9.866  0.875
O 3.751 6.059 8.733  -0.546
O 1.103 6.295 9.224  -0.549
O 4.847 7.181 13.145  -0.572
H 5.450 6.546 10.656  0.441
H 0.521 6.901 11.711  0.433
H 1.623 6.107 8.413  0.247
H 4.294 7.379 13.925  0.355
C 3.155 -5.022 -15.393  -0.913
C 3.830 -4.912 -14.242  0.318
C 3.128 -4.862 -12.917  0.915
O 3.801 -4.780 -11.907  -0.574
C 1.674 -4.911 -12.906  -0.931
C 0.998 -5.018 -14.057  0.395
C 1.701 -5.094 -15.381  0.924
O 1.029 -5.209 -16.389  -0.624
O -0.331 -5.064 -14.101  -0.566
O 5.158 -4.840 -14.199  -0.589
H 3.649 -5.060 -16.353  0.417
H 1.179 -4.857 -11.946  0.513
H -0.562 -5.143 -15.046  0.352
H 5.389 -4.769 -13.253  0.351

***

(2)
# C4H7NO

A single C4H7NO molecule at a distorted geometry (ωB97M-V/def2-TZVPD, OMol25).

The value obtained for the LUMO energy (alpha / beta) is 0.00698 / 0.00787 Ha. Its energy relative to the best compared isomer or geometry (same formula, charge and spin) is 3.448 eV. The orbital gap (alpha / beta) is 0.2867 / 0.2788 Eh. For the electronic energy, the calculation gives -7796.1968 eV. The max |F| is 0.0260 Eh/bohr.

Each line ends with the natural charge from an NBO analysis.
Geometry (Å):
C 1.381 -0.549 -1.072  -0.667
C 0.556 0.534 -0.449  -0.069
C -1.709 0.847 0.212  -0.252
N -0.525 0.252 0.337  -0.403
C -0.295 -0.585 1.497  0.550
O -1.148 -0.824 2.302  -0.517
H 1.573 -1.392 -0.397  0.210
H 2.348 -0.144 -1.390  0.226
H 0.892 -0.971 -1.967  0.213
H 0.451 1.472 -0.986  0.182
H -2.339 0.964 1.083  0.205
H -1.942 1.290 -0.745  0.188
H 0.757 -0.894 1.576  0.134

***

(3)
# C4H9NaO4Sc

A molecular structure, C4H9NaO4Sc at a distorted geometry (ωB97M-V/def2-TZVPD, OMol25).

The value obtained for the LUMO energy is -0.16947 Ha. The charge is +1. Its energy relative to the best compared isomer or geometry (same formula, charge and spin) is 0.105 eV. The orbital gap is 0.2715 Eh. For the electronic energy, the calculation gives -37595.0489 eV. The max |F| is 0.0925 Eh/bohr.

Each line ends with the natural charge from an NBO analysis.
Geometry (Å):
O 0.607 0.996 -1.220  -1.210
Sc 1.538 -0.659 -0.938  1.912
O 2.097 -1.785 0.536  -0.876
C 1.044 -2.137 1.316  0.224
O -0.168 -1.431 1.005  -0.641
C -0.640 -1.612 -0.386  -0.363
C -2.056 -1.108 -0.318  -0.121
O -2.087 0.302 -0.096  -0.614
C -3.379 0.851 -0.012  -0.256
Na -0.148 0.982 0.942  0.949
H 1.232 -1.867 2.376  0.162
H 0.800 -3.220 1.227  0.157
H -0.733 -2.704 -0.549  0.191
H -0.289 0.920 -1.880  0.533
H -2.588 -1.544 0.553  0.190
H -2.536 -1.328 -1.288  0.193
H -3.270 1.938 0.093  0.196
H -3.956 0.646 -0.929  0.188
H -3.898 0.445 0.873  0.184

***

Q: The lowest max |F| belongs to which entry?
A: C4H7NO

***

Q: electronic energy of number 2 (C4H7NO)?
A: -7796.1968 eV